Entry 1:
Formula: C4H13N2O
Source: the OMol25 dataset
Level of theory: ωB97M-V/def2-TZVPD

ORCA input file:
```
! wB97M-V def2-TZVPD RIJCOSX def2/J DEFGRID3
* xyz 1 1
H -1.9035 0.1892 -0.2867
N -0.2283 0.0757 -1.4697
H -3.0218 -2.5120 -1.9883
H 1.3740 -1.7299 0.5812
H 2.7747 -0.8436 0.1612
H -0.1770 -0.9196 -1.3038
H -3.1499 -2.1106 -0.4875
H -0.5390 0.2249 -2.4328
C 1.7425 -0.7089 0.4809
H -0.7231 -0.1265 1.5482
H 1.6061 2.3449 1.6258
H 2.9799 1.2776 1.4062
H -1.1294 1.8151 -0.6506
H -0.5540 1.6158 1.5099
C 1.1928 0.4406 0.9123
H 0.7375 0.4235 -1.4243
C -0.2822 0.7036 0.9921
C -0.9952 0.7706 -0.3937
N 1.9886 1.4320 1.4455
O -2.5312 -2.2032 -1.2220
*
```

The calculation puts the gap between HOMO and LUMO at 8.8 eV. Its energy above the lowest of the compared OMol25 structures with the same formula, charge and spin is 207.9 kJ/mol.

---

Entry 2:
Formula: C4H5IN
Source: the OMol25 dataset
Level of theory: ωB97M-V/def2-TZVPD

ORCA input file:
```
! wB97M-V def2-TZVPD RIJCOSX def2/J DEFGRID3
* xyz 1 1
C 0.2045 2.1669 0.5371
H 1.1148 0.1120 1.6615
I 2.5858 -0.4491 -0.3323
C -0.4182 -0.8769 0.2286
H -0.3890 -0.0708 -1.7583
H -1.2216 -1.1498 0.9233
C -0.7834 0.2240 -0.6880
H -0.1320 -1.7963 -0.2566
N 0.0132 1.1482 -0.0595
H -1.7243 0.7332 -0.9687
C 0.7502 -0.0414 0.7130
*
```

The calculation puts the gap between HOMO and LUMO at 8.1 eV. Its energy above the lowest of the compared OMol25 structures with the same formula, charge and spin is 264.2 kJ/mol.

---

Entry 3:
Formula: C18H38InN2O2
Source: the OMol25 dataset
Level of theory: ωB97M-V/def2-TZVPD

ORCA input file:
```
! wB97M-V def2-TZVPD RIJCOSX def2/J DEFGRID3
* xyz 3 1
H -20.9815 9.8560 -14.8696
H -13.0384 13.0182 -24.4943
H -19.9174 14.2737 -15.7185
H -21.4505 13.3799 -19.0819
H -18.3781 10.8565 -14.9421
H -16.3381 14.8987 -25.4518
H -23.0969 9.8864 -16.2251
C -22.7049 13.9931 -15.9769
H -21.9679 14.8328 -18.4188
C -15.0014 12.4466 -23.4043
H -18.1220 13.7902 -24.0063
H -18.5859 10.6993 -16.6354
C -22.0251 13.1618 -16.9932
H -17.1962 11.2548 -21.8632
C -22.1622 13.7624 -18.3503
H -15.2329 11.5387 -23.9612
H -22.0040 14.7879 -15.7217
C -14.0317 14.8243 -23.9102
O -19.7814 13.9822 -16.6230
H -23.8742 11.9151 -17.1995
H -17.6470 15.4574 -22.8118
C -14.0622 13.3671 -24.3595
C -14.9735 16.8357 -22.8519
N -16.0998 14.5153 -22.5480
H -23.5915 14.5322 -16.3108
C -17.3900 12.9838 -24.0507
H -15.6230 16.5250 -25.4160
H -14.3512 16.6879 -21.9693
N -20.6396 12.8323 -16.6093
H -20.8047 9.9701 -16.5290
H -21.3170 12.8326 -13.8359
H -23.2008 13.7621 -18.6811
H -22.5281 11.2503 -17.9970
H -22.9518 13.4366 -15.0727
H -19.6150 13.3181 -14.0772
H -15.8822 17.3627 -22.5611
C -16.1964 15.7938 -24.8463
H -17.1947 16.1987 -24.6805
H -14.4577 13.4028 -25.3746
H -17.0051 13.0326 -25.0693
C -22.7953 11.8007 -17.0949
C -16.3504 13.0590 -22.8564
H -17.9034 12.0293 -23.9342
C -20.2456 11.8258 -15.5141
H -16.0929 12.3114 -20.9065
H -14.2848 17.3356 -23.5329
In -14.7269 15.3775 -17.8875
C -21.1216 10.5733 -15.6782
H -20.0180 11.7459 -13.3604
C -22.6713 10.8424 -15.9203
H -17.7992 12.7449 -21.2265
C -20.3185 12.4859 -14.1021
C -15.4303 15.4467 -23.5466
C -18.7873 11.3786 -15.8071
H -14.3620 12.0784 -22.6019
H -23.0883 11.1556 -14.9632
O -17.1926 15.1940 -22.0082
H -13.4330 15.4875 -24.5344
H -13.4552 14.8552 -22.9856
H -18.1044 12.2256 -15.8729
C -16.9025 12.2795 -21.6357
*
```

The calculation puts the gap between HOMO and LUMO at 1.8 eV. Its energy above the lowest of the compared OMol25 structures with the same formula, charge and spin is 123.1 kJ/mol.

---

Entry 4:
Formula: C20H30FO15
Source: the OMol25 dataset
Level of theory: ωB97M-V/def2-TZVPD

ORCA input file:
```
! wB97M-V def2-TZVPD RIJCOSX def2/J DEFGRID3
* xyz -1 1
H 2.5525 -0.8113 2.0214
O -1.8039 -5.9564 -4.4801
C 2.0340 2.9114 -5.0838
O -0.2959 -4.7524 -3.6161
F -1.1334 0.9822 -1.3019
O 6.1604 0.5085 2.6157
C 2.7961 1.6855 -4.5227
C -3.1109 -1.8447 2.5101
C -1.4592 -4.2999 -2.9596
C -3.9025 -0.5878 2.8104
C -3.6765 0.0190 4.2387
O 3.4935 1.6312 -7.9041
C -0.8197 4.9937 2.3859
O 4.2696 0.2758 3.9084
H 3.6516 -3.3410 3.5036
H 2.3771 -0.3349 4.4002
C -0.5728 -5.6910 -4.5412
O 3.4869 1.2322 -5.6938
H -1.4420 6.8512 1.7453
H -3.0432 -4.2782 -4.4283
C 3.1182 -2.8767 2.6742
H 3.6582 -1.3645 4.9123
H -3.9045 -0.7429 4.9841
C 3.3331 -0.7458 4.0759
O -6.4204 -2.6569 1.7840
C 5.1009 -0.0583 2.9114
H 0.3725 5.5817 0.7534
H 2.4804 3.8731 -4.8310
H 2.0669 -3.1556 2.7459
H 0.7055 3.9441 1.2287
C -1.8695 5.8503 1.8047
H -3.6755 0.1285 2.0207
H -4.3601 -6.2057 -3.6688
C 0.8914 5.3621 3.8235
C -2.5699 -4.9933 -3.7554
H -4.4285 -4.8298 -2.7003
H 3.5657 -3.3492 1.7998
H -2.3085 -1.7446 1.7791
H 3.2374 2.6032 -2.5997
H -2.7942 5.7978 2.3794
O 4.5539 -1.0435 2.2072
C -5.3483 -2.0513 2.0515
O 2.2150 2.7809 -6.4727
C -3.7300 -5.6065 -3.0116
H -4.3919 0.8324 4.3597
O 1.4602 5.3025 2.6176
H -1.4331 -4.6236 -1.9191
H -2.7105 -2.2883 3.4217
H 4.1901 1.1786 -2.9947
O -5.2397 -0.9182 2.6680
H -1.9763 5.4945 0.7799
C 3.2692 -1.3368 2.6525
H -1.1089 3.9446 2.4481
H -3.4281 -6.1196 -2.0985
O -0.4398 5.4978 3.6862
O 1.5111 5.4417 4.8746
O -4.1200 -2.6213 2.0543
H 4.5678 2.7628 -3.7668
H 0.9805 2.9368 -4.8056
H -1.5575 -3.2157 -2.9050
C 3.1111 1.9033 -6.7720
O 0.2418 -6.3008 -5.2547
C 3.7806 2.1032 -3.4016
H -2.6646 0.3886 4.4052
H 2.0133 1.0096 -4.1784
C 0.4936 4.9374 1.6242
*
```

The calculation puts the gap between HOMO and LUMO at 6.4 eV. Its energy above the lowest of the compared OMol25 structures with the same formula, charge and spin is 434.6 kJ/mol.